No. 1
101
Properties=species:S:1:pos:R:3:forces:R:3 method="wB97M-V/def2-TZVPD" e_tot_ev=-143185.22845 de_lowest_kj_mol=0.00 multiplicity=6 homo_ha="-0.313 / -0.399" s_squared=8.7933 total_charge=+1
Fe -0.5257 -1.9349 0.4367 -0.112 0.130 0.109
S -4.2740 -3.8805 -0.2947 -0.124 0.067 0.061
S 1.1953 -1.8903 -1.2256 0.090 0.268 0.046
S -1.3681 -4.0729 -0.5700 0.189 -0.035 0.172
S 0.7540 -1.4626 2.4000 -0.027 0.008 -0.043
S -2.4937 -0.6734 0.7495 -0.169 0.036 -0.155
Si -0.2406 -6.9910 -0.0373 -0.022 0.064 0.001
O -2.6533 -5.0945 1.4196 -0.095 0.006 0.000
N -0.6311 2.1753 1.7601 -0.010 -0.188 0.228
N -0.1162 0.9396 1.6634 -0.062 0.442 -0.575
N -0.4236 1.3375 -1.9524 -0.263 -0.053 0.183
N -0.8888 0.7984 -0.7823 0.120 0.098 -0.178
N 2.1474 1.7660 -0.0045 0.235 -0.185 0.013
N 1.5551 0.5803 -0.2454 -0.301 0.107 0.170
C -3.1349 0.7370 -1.5678 -0.072 -0.065 0.053
C 2.0912 -0.4518 -0.8940 0.201 -0.325 -0.274
C 4.0515 0.8753 -1.0905 0.058 0.039 0.027
C -1.7390 2.3655 -5.2535 -0.001 0.001 -0.041
C 0.4962 1.4785 -4.5958 0.035 -0.027 -0.022
C -2.6858 1.4049 -2.6926 0.049 0.038 -0.046
C -1.4830 4.0468 2.9900 0.015 -0.078 0.041
C 1.2630 -7.4736 -1.0187 0.070 -0.020 -0.075
C -4.5648 0.3245 -1.4084 -0.016 0.000 0.012
C -1.3065 1.6322 -2.8724 0.101 -0.002 -0.027
C -0.2358 -7.7997 1.6357 0.026 -0.035 0.101
C -1.7869 -7.3971 -0.9870 -0.062 -0.003 -0.100
C 3.2445 4.1168 0.7974 -0.009 0.059 0.012
C -2.1964 0.3827 -0.6053 0.236 -0.008 0.042
C -0.5801 1.8835 4.1049 -0.093 0.046 0.037
C -0.1089 -5.0993 0.2569 -0.159 -0.049 0.006
C 4.0185 3.2889 -0.2256 -0.026 -0.063 0.007
C -3.8079 -5.5072 2.1856 0.152 0.074 -0.063
C -2.8754 -4.3971 0.3196 0.193 -0.219 -0.134
C 3.4457 -0.3161 -1.3358 -0.093 0.034 0.002
C -0.8826 2.6467 2.9533 0.002 0.004 -0.084
C 0.1606 0.1332 2.6851 0.137 -0.234 0.339
C -0.7159 2.2852 -4.1216 -0.083 -0.028 0.052
C 4.0009 4.0066 -1.5831 0.009 -0.002 -0.041
C -1.9359 4.4240 4.3993 -0.021 0.051 0.032
C 3.3705 1.9292 -0.4251 -0.076 -0.009 0.033
C 0.2496 -0.2154 5.1937 0.016 -0.014 -0.003
C -2.6852 4.0947 2.0408 -0.050 0.025 -0.025
C -0.4133 5.0363 2.5136 0.035 0.013 -0.008
C -0.2702 3.7015 -3.7369 0.010 0.041 0.032
C 5.4682 3.1200 0.2440 0.046 0.036 0.043
C 4.1385 -1.4440 -2.0273 -0.024 0.021 0.000
C -0.0525 0.6308 4.0009 0.016 -0.010 -0.081
B 0.1183 0.5703 0.2079 0.019 -0.056 0.140
H 2.1819 -7.1521 -0.5251 0.023 0.001 0.007
H 4.5286 4.9577 -1.5045 0.001 0.015 0.008
H 0.8329 -4.7362 -0.1621 0.020 0.040 0.004
H -4.5126 -6.0205 1.5344 -0.007 -0.021 0.032
H 3.6695 5.1206 0.8347 0.011 -0.002 0.023
H 4.0722 -2.3540 -1.4312 0.013 -0.010 0.009
H 1.2418 1.3869 -3.8070 0.006 0.020 0.017
H -4.6347 -0.7632 -1.3460 0.006 -0.010 0.000
H 2.1924 4.1966 0.5330 -0.026 0.020 -0.026
H -0.7952 2.2868 5.0843 0.025 0.017 0.002
H -3.0977 5.1042 2.0307 -0.008 0.008 0.001
H 0.4640 5.0187 3.1636 0.003 -0.010 0.016
H -0.1139 -4.8795 1.3260 0.023 0.067 -0.031
H -3.3851 1.6894 -3.4633 -0.028 -0.008 0.007
H -1.7593 -8.4456 -1.2909 -0.009 -0.019 0.009
H -3.4728 3.4107 2.3621 0.008 -0.023 0.022
H 0.4464 3.6663 -2.9158 0.035 -0.007 -0.010
H -1.8696 -6.7976 -1.8957 -0.015 -0.009 -0.015
H -1.2601 2.7737 -6.1439 0.008 0.009 0.000
H 0.2042 0.4736 -4.9062 -0.018 -0.013 0.009
H -2.6943 -7.2500 -0.4010 -0.038 0.019 0.027
H 5.8641 4.0930 0.5358 0.007 0.009 -0.013
H 3.3067 3.6828 1.7967 0.005 -0.046 0.000
H 0.1975 4.1924 -4.5916 0.000 0.003 -0.015
H -4.2806 -4.6311 2.6241 -0.037 -0.017 0.005
H 0.9545 1.9786 -5.4502 -0.003 -0.003 -0.016
H 3.6612 -1.6586 -2.9844 -0.025 0.000 -0.004
H -3.4101 -6.1677 2.9491 -0.045 0.009 0.015
H -0.8200 6.0479 2.5217 -0.002 0.019 -0.006
H -2.5752 3.0208 -5.0064 -0.004 0.016 0.015
H -2.6757 3.7253 4.7946 -0.009 -0.025 -0.018
H 2.9790 4.2068 -1.9074 -0.031 -0.007 0.005
H 1.3172 -8.5559 -1.1465 -0.002 -0.018 -0.009
H -2.1353 1.3818 -5.5112 0.011 -0.017 -0.004
H -1.1190 4.3106 -3.4196 -0.017 -0.009 0.001
H 1.3053 -0.4883 5.2206 0.009 0.011 -0.023
H 0.6269 -7.4780 2.2226 0.002 -0.008 0.028
H -0.3126 -1.1490 5.1494 -0.014 0.005 -0.004
H -0.1855 -8.8860 1.5470 -0.010 -0.025 -0.008
H -4.9870 0.7220 -0.4850 0.006 0.009 0.007
H -2.3964 3.8290 1.0250 0.022 0.005 -0.006
H 5.5400 2.4591 1.1095 -0.028 0.000 0.019
H 4.4934 3.4140 -2.3569 0.012 -0.003 0.002
H -2.4009 5.4093 4.3711 -0.001 0.006 -0.006
H -1.1386 -7.5510 2.1956 -0.009 0.016 0.026
H 5.1841 -1.1995 -2.2008 0.010 -0.005 -0.009
H 5.0799 1.0215 -1.3931 -0.012 0.013 -0.041
H -1.1025 4.4827 5.1015 0.027 -0.001 -0.007
H -0.0027 0.3128 6.1104 0.000 -0.003 0.008
H -0.0936 4.7974 1.4997 -0.003 -0.006 -0.029
H -5.1644 0.6698 -2.2479 0.004 0.006 -0.012
H 1.2385 -7.0238 -2.0136 0.024 0.008 -0.012
H 6.1202 2.7337 -0.5399 -0.011 -0.026 -0.015

No. 2
105
Properties=species:S:1:pos:R:3:forces:R:3 method="wB97M-V/def2-TZVPD" e_tot_ev=-98731.44743 multiplicity=1 smiles="CCCOCc1c(I)c(OCCOCC)c2c(c1C[SH](=O)=O)C(=O)N(Cl)C2=O.CCOC(C)=O.CCOC(C)=O.CCOC(C)=O.CCOC(C)=O" homo_ha=-0.350 total_charge=0
I -0.0833 -1.1384 3.7914 1.113 -0.230 -1.669
Cl 2.6075 -3.4786 -3.7859 0.314 -0.655 0.184
S 5.3939 0.7909 1.0345 4.458 1.289 -0.623
O 0.9679 1.8127 2.5913 1.220 0.030 -0.300
O -0.3890 5.2592 -0.7924 -0.251 -0.549 0.034
O -4.6090 -5.7618 2.8427 0.165 -0.144 -0.724
O 5.7119 2.1607 1.5646 -1.606 -3.043 -1.161
O -4.0158 10.1786 -1.1973 0.108 -0.248 -0.466
O -2.5688 -8.3629 -4.9256 -0.481 0.021 -0.213
O 2.7569 -5.6846 3.6039 0.675 -0.048 -1.628
O -3.1974 -6.4977 -3.9107 0.237 -0.671 -0.556
O -4.0866 -6.5301 0.8327 -0.346 -0.387 0.182
O -0.8981 6.0514 1.2124 0.263 -0.299 -0.725
O 0.3258 -3.8189 1.4876 1.969 2.361 0.436
O -3.3274 8.3575 -0.1424 -0.498 0.687 -0.380
O 4.4943 -1.4428 -2.6874 -3.074 -2.102 2.720
O 6.5663 0.0590 0.4352 -3.247 1.308 1.319
O 1.5491 -4.9425 -1.3997 2.149 3.919 0.896
N 3.2284 -3.4558 -2.1480 -0.602 1.771 -0.506
C -4.9456 9.6359 1.0097 -0.695 -0.151 0.092
C 3.6960 -2.0528 -1.9596 0.541 0.665 0.731
C 2.1634 -3.8705 -1.2147 -2.060 -2.046 0.466
C -0.6141 6.2794 0.0592 -0.031 0.406 0.665
C -4.0556 9.3232 -0.1586 0.306 -0.353 0.352
C -1.6216 -9.1400 -5.6755 0.207 -0.140 0.135
C -4.1344 -4.1097 1.2208 -0.463 0.486 -0.331
C 1.1678 -1.3639 1.9981 2.004 -0.126 -2.762
C 2.1220 -0.1960 1.5482 -0.265 -2.514 -1.779
C 1.1974 5.7530 -2.5704 0.150 0.118 0.134
C -2.3014 -7.1615 -4.3821 -0.130 0.304 0.335
C -0.7580 -9.9803 -4.7564 0.050 0.056 0.233
C -0.2350 5.4113 -2.2117 0.184 0.125 -0.045
C 1.9795 -2.7514 -0.1053 1.427 1.732 -0.542
C 2.2414 1.1669 2.4132 0.182 -0.926 0.224
C 1.0984 3.2503 2.7341 -0.455 0.876 0.744
C 2.9395 -1.6471 -0.6266 -2.375 0.911 4.363
C 4.1685 -5.5340 3.3411 1.379 0.640 1.306
C 1.1107 -2.6865 1.1648 1.812 1.861 -1.507
C -0.4179 7.6871 -0.4229 -0.245 0.461 -0.262
C 0.8611 -4.4174 2.7001 0.856 -1.215 1.553
C 4.0068 0.7903 -0.2263 -2.324 -0.545 1.145
C 4.5771 -4.0964 2.7152 0.296 -0.884 -1.131
C 2.9956 -0.3822 0.2554 -0.760 -1.477 -0.363
C -4.5621 12.4836 -0.6376 0.133 0.000 0.199
C -3.9259 -6.3592 -0.5860 0.324 0.092 -0.214
C -0.8736 -6.7045 -4.2895 0.355 0.326 -0.496
C -2.4939 -6.0016 -0.9289 0.246 0.172 0.140
C 1.9616 -5.5819 2.4055 -1.909 -0.003 -0.341
C -4.3226 -5.5230 1.6917 0.093 0.040 0.552
C -4.9604 11.2404 -1.4075 0.010 0.232 0.154
C 2.1471 3.7307 3.8475 0.513 0.647 -1.164
C 1.8238 5.2733 4.2095 0.119 -0.683 -0.202
H 0.5962 8.0132 -0.1765 -0.043 -0.112 -0.056
H -4.5552 12.3054 0.4400 -0.111 0.020 -0.073
H 2.3022 5.9546 3.4116 -0.775 -0.987 1.409
H -3.1236 -3.7790 1.4727 -0.084 -0.047 -0.048
H -0.0815 -10.6112 -5.3355 -0.036 0.019 0.009
H 1.5044 6.7076 -2.1374 -0.084 -0.016 -0.103
H 4.6878 -5.5755 4.3732 -1.093 -0.104 -1.517
H -3.5504 12.7936 -0.9126 -0.135 -0.026 -0.081
H -5.8301 10.2179 0.7517 0.180 0.147 0.048
H -4.1749 -7.3209 -1.0399 -0.063 0.049 0.265
H -4.3104 -3.9691 0.1545 0.239 -0.060 0.039
H 0.6885 5.4401 4.1892 1.691 -0.134 0.184
H -2.1976 -5.0498 -0.4807 -0.040 -0.028 -0.045
H -1.0331 -8.5045 -6.3414 -0.009 0.044 0.128
H -1.3826 -10.6185 -4.1257 0.014 0.022 -0.158
H 4.9185 -4.3096 1.6305 -0.538 0.708 1.610
H 2.2007 3.0525 4.7642 -0.449 0.911 -1.249
H -0.5964 7.8210 -1.4895 0.169 -0.035 0.055
H -0.8503 -5.6182 -4.3966 -0.092 -0.119 0.258
H -5.9768 10.9116 -1.1791 0.095 -0.029 0.092
H -2.3642 -5.9304 -2.0092 -0.116 0.038 0.215
H 1.8796 4.9942 -2.1772 -0.115 -0.007 -0.096
H 4.3865 0.6280 -1.2924 -0.226 0.114 1.773
H -0.0115 -4.8574 3.3113 1.261 0.681 -1.197
H -4.9397 11.4593 -2.4775 0.149 -0.244 0.087
H -0.4942 4.4454 -2.6516 -0.056 0.024 0.282
H 1.3193 5.8091 -3.6535 -0.005 -0.020 0.032
H 3.0008 1.8962 1.9688 -0.980 -1.125 0.384
H -0.2279 -7.1020 -5.0722 -0.002 -0.148 0.186
H -1.1340 8.3300 0.0882 0.243 -0.207 0.071
H 1.3342 -6.5362 2.2185 1.292 1.222 0.447
H 4.6288 -6.4172 2.7533 -1.023 1.417 0.573
H 2.5507 -5.4039 1.4459 -0.595 0.075 1.362
H 2.2480 5.4904 5.2493 -0.637 -0.026 -1.568
H -0.1618 -9.3592 -4.0840 0.030 -0.021 -0.128
H -0.4720 -6.9756 -3.3097 -0.022 0.043 -0.091
H -4.3669 10.1655 1.7703 -0.056 -0.053 -0.090
H -5.2512 13.3031 -0.8484 0.025 -0.033 -0.009
H -5.3098 8.6957 1.4282 0.294 0.076 0.030
H 3.7178 -3.3492 2.6781 1.043 -1.067 0.197
H 0.0644 3.6391 3.0678 1.529 -0.838 -0.768
H -4.8573 -3.4738 1.7358 0.221 -0.121 0.154
H 3.3943 1.7609 -0.1123 1.399 -1.296 -0.274
H -2.2094 -9.7997 -6.3178 -0.157 0.214 0.147
H -1.8080 -6.7600 -0.5399 -0.115 -0.003 -0.020
H -0.9519 6.1338 -2.6083 0.074 0.042 0.114
H 5.4644 -3.6352 3.2597 -1.242 -0.662 -0.618
H 4.9556 0.0066 2.1216 -0.186 0.599 -1.046
H 2.6460 0.8444 3.4433 -0.453 0.434 -1.391
H 1.3349 3.7125 1.7086 -0.232 -0.535 1.449
H -4.6455 -5.6373 -0.9788 0.076 0.017 0.089
H 3.1899 3.7173 3.3512 -1.420 -0.089 0.986
H 1.3930 -3.6774 3.3986 -0.876 -0.820 -1.254